Computed, not measured: C2H11CoN6 as an isolated structure at a distorted geometry, with ωB97M-V/def2-TZVPD.

```
20
Properties=species:S:1:pos:R:3:mulliken_charge:R:1
H -0.327 0.895 -2.808 0.01
N 0.198 -0.478 2.438 1.32
N 0.823 -1.286 -2.225 -0.63
Co -0.341 0.222 -1.509 -0.62
H 2.363 0.542 0.415 0.43
H -2.086 1.492 -0.292 0.22
H 0.580 -1.583 -3.172 0.25
N -0.569 -0.431 1.368 -1.03
N 0.302 -0.036 0.394 0.09
C -1.325 1.775 -1.037 -0.71
N -0.269 -0.889 3.644 -0.59
H 1.811 -1.016 -2.216 0.28
H 0.430 -0.878 4.369 0.21
H -1.801 2.325 -1.861 0.31
H 0.704 -2.083 -1.594 0.27
N 1.506 -0.133 2.266 -1.07
H -1.627 0.065 -2.226 0.05
H -1.250 -1.117 3.613 0.21
C 1.496 0.164 0.960 -0.21
H -0.618 2.452 -0.528 0.22
```

Computed properties:
E_tot = -48812.875 eV
lowest unoccupied orbital energy (spin up / spin down) = 3.54 / 3.45 eV
energy relative to the best compared isomer or geometry (same formula, charge and spin) = 1.193 eV
total charge = -1
E_HOMO (spin up / spin down) = -0.1 / -4.0 eV
Kohn-Sham gap (spin up / spin down) = 3.6580 / 7.4467 eV
spin multiplicity = 4
expectation value of S² = 3.80

Computed, not measured: a 2-piece molecular cluster, C2H11N2 overall, with ωB97M-V/def2-TZVPD.

```
15
Properties=species:S:1:pos:R:3:mulliken_charge:R:1
N -0.131 0.620 -0.737 -0.27
H 0.284 -0.357 -0.852 0.36
H -0.695 1.014 2.594 0.33
H -1.048 -0.385 1.605 0.34
C -1.035 0.709 1.609 -1.09
H -2.039 1.070 1.414 0.37
H -1.113 0.585 -1.027 0.37
H 1.844 -2.048 -0.852 0.28
N 0.934 -1.896 -1.292 -0.96
H 0.148 2.237 0.589 0.34
C 0.062 1.157 0.661 -0.30
H 0.335 1.225 -1.418 0.38
H 1.072 -2.018 -2.289 0.28
H 1.021 0.766 0.992 0.29
H 0.360 -2.679 -0.996 0.28
```

Computed properties:
E_tot = -5226.862 eV
lowest unoccupied orbital energy = -3.23 eV
energy relative to the best compared isomer or geometry (same formula, charge and spin) = 0.083 eV
total charge = +1
E_HOMO = -15.6 eV
Kohn-Sham gap = 12.4185 eV

Computed, not measured: a 3-piece molecular cluster, C2H11N2O2 overall at a distorted geometry, with ωB97M-V/def2-TZVPD.

```
17
Properties=species:S:1:pos:R:3:mulliken_charge:R:1
H 0.934 0.966 -0.673 0.37
O 2.818 1.978 -0.905 -0.67
H -0.661 0.818 3.195 0.32
N -1.608 -2.532 -0.893 -0.41
H 0.323 0.323 0.717 0.17
H 3.622 1.466 -1.081 0.33
O -0.072 0.704 2.445 -0.66
H 0.355 -0.147 2.343 0.33
H -0.479 1.553 0.015 0.36
N 0.059 0.692 -0.213 -0.13
H -1.502 -1.298 0.818 0.38
H -1.812 -2.268 -1.855 0.27
H -0.897 -0.090 -1.917 0.30
H 3.134 2.702 -0.352 0.33
C -1.283 -1.365 -0.253 0.09
C -0.569 -0.452 -0.944 -0.65
H -2.364 -3.051 -0.444 0.28
```

Computed properties:
E_tot = -9320.183 eV
lowest unoccupied orbital energy = -3.02 eV
energy relative to the best compared isomer or geometry (same formula, charge and spin) = 2.124 eV
total charge = +1
E_HOMO = -13.0 eV
Kohn-Sham gap = 10.0066 eV

Computed, not measured: a 3-piece molecular cluster, C2H11N2O2 overall at a distorted geometry, with ωB97M-V/def2-TZVPD.

```
17
Properties=species:S:1:pos:R:3:mulliken_charge:R:1
H 0.463 -0.187 1.854 0.17
H 0.313 -0.703 -2.799 0.31
H 0.767 -2.205 -1.968 0.33
O 2.788 0.155 2.180 -0.65
H -1.578 0.057 -0.204 0.38
H -3.364 2.467 -0.384 0.31
C 0.149 -1.319 -1.924 -0.84
H -1.177 0.362 1.904 0.26
H -0.892 -1.641 -1.973 0.33
N 0.412 -0.557 -0.704 -0.14
H -2.250 2.149 -1.417 0.32
C -0.541 -0.109 0.071 0.22
O -2.668 1.841 -0.604 -0.63
H 1.312 -0.644 -0.253 0.25
N -0.376 0.099 1.360 -0.26
H 3.550 0.735 2.032 0.32
H 3.094 -0.498 2.827 0.33
```

Computed properties:
E_tot = -9321.834 eV
lowest unoccupied orbital energy = -3.03 eV
energy relative to the best compared isomer or geometry (same formula, charge and spin) = 0.473 eV
total charge = +1
E_HOMO = -14.8 eV
Kohn-Sham gap = 11.7748 eV

Computed, not measured: a 3-piece molecular cluster, C2H11N2O2 overall at a distorted geometry, with ωB97M-V/def2-TZVPD.

```
17
Properties=species:S:1:pos:R:3:mulliken_charge:R:1
O 2.028 3.309 0.619 -0.64
H 0.416 1.892 1.906 0.30
C -1.693 -1.461 -0.551 0.35
O 0.483 1.388 1.098 -0.72
H 0.167 -2.621 -1.921 0.25
H -0.064 -0.685 0.516 0.23
H 1.416 -1.578 -1.729 0.29
H 1.102 2.102 0.749 0.42
H 1.954 4.142 0.202 0.31
H -2.244 -2.090 -1.295 0.34
C 0.612 -2.041 -1.009 -0.78
H -3.530 -0.736 0.588 0.29
H 1.197 -2.811 -0.427 0.32
H 3.002 3.162 0.431 0.33
H -1.983 0.030 0.890 0.21
N -2.452 -0.701 0.307 -0.38
N -0.409 -1.300 -0.374 -0.11
```

Computed properties:
E_tot = -9320.172 eV
lowest unoccupied orbital energy = -3.45 eV
energy relative to the best compared isomer or geometry (same formula, charge and spin) = 2.134 eV
total charge = +1
E_HOMO = -14.5 eV
Kohn-Sham gap = 11.0532 eV

Computed, not measured: a 3-piece molecular cluster, C2H11N2O2 overall at a distorted geometry, with ωB97M-V/def2-TZVPD.

```
17
Properties=species:S:1:pos:R:3:mulliken_charge:R:1
N 0.441 -2.257 1.632 -0.24
H 2.380 3.059 0.963 0.33
H 0.944 2.899 1.242 0.35
H -1.484 0.424 -3.326 0.32
H 0.486 -0.092 1.954 0.35
O -2.163 0.987 -2.856 -0.71
C -0.136 -0.633 -0.023 0.15
H 1.249 -2.859 1.261 0.42
H -0.748 0.572 -1.633 0.16
H -0.502 -2.492 1.322 0.39
O 1.678 2.355 1.037 -0.68
H -0.461 -1.487 -0.748 0.34
C 0.528 -0.846 1.150 -0.29
H -2.914 0.785 -3.535 0.37
H 0.536 -2.278 2.645 0.39
H 0.419 1.288 -0.452 0.31
N -0.253 0.575 -0.635 0.03
```

Computed properties:
E_tot = -9307.064 eV
lowest unoccupied orbital energy (spin up / spin down) = -9.01 / -12.40 eV
energy relative to the best compared isomer or geometry (same formula, charge and spin) = 1.999 eV
total charge = +2
E_HOMO (spin up / spin down) = -18.7 / -18.7 eV
Kohn-Sham gap (spin up / spin down) = 9.6921 / 6.3053 eV
spin multiplicity = 2
expectation value of S² = 0.79

Q: Which of these has the lowest energy relative to the best compared isomer or geometry (same formula, charge and spin)?
A: C2H11N2